# C63H110Br2N10O4

C63H110Br2N10O4 as an isolated structure at a distorted geometry (ωB97M-V with the def2-TZVPD basis set, OMol25).

```
189
Properties=species:S:1:pos:R:3:forces:R:3
C -1.7648 6.9539 -3.8322 -0.864 0.285 -0.369
C -1.7023 6.3865 -5.2554 -0.015 -0.078 0.610
N -2.1834 4.9656 -5.4051 -0.580 -0.155 -0.289
C -3.5995 4.8702 -4.9050 -0.108 -0.700 0.073
C -2.1247 4.5587 -6.9066 -0.370 0.993 0.207
C -3.2718 5.1924 -7.7978 1.176 -1.483 0.049
C -1.4329 4.0261 -4.4242 -0.210 0.141 -1.512
C 0.0690 3.8071 -4.6715 -0.640 1.063 0.371
O 0.2654 2.5094 -5.1515 -0.232 -0.125 -0.048
C 1.5475 2.2456 -5.7076 0.100 1.191 0.135
H -2.8109 7.1775 -3.5486 0.561 -0.081 -0.054
H -1.2624 7.9105 -3.8841 0.158 0.253 0.126
H -1.3020 6.3710 -3.0323 0.093 -0.015 -0.315
H -0.7115 6.4053 -5.6524 0.904 -0.115 -0.033
H -2.2470 7.0187 -5.9450 -0.518 -0.023 0.009
H -4.3302 5.4246 -5.5132 0.626 -0.031 0.412
H -3.4983 5.2716 -3.8992 -0.812 -0.177 -0.011
H -3.8904 3.7868 -4.8778 0.201 1.071 -0.046
H -2.1513 3.4713 -6.8519 -0.036 0.026 -0.439
H -1.1575 4.9328 -7.2944 -0.384 -0.502 0.307
H -3.1711 4.6802 -8.7869 -0.218 0.470 0.759
H -3.1537 6.2496 -7.9660 0.242 0.357 0.023
H -4.2653 5.0189 -7.4025 -0.063 -0.248 -0.178
H -1.9513 3.0727 -4.5061 0.138 -0.092 -0.025
H -1.6826 4.4502 -3.4622 0.352 -0.079 0.194
H 0.5222 4.0039 -3.6917 0.475 -0.396 -0.068
H 0.4683 4.5928 -5.3345 -0.014 -0.345 -0.091
H 1.5156 1.2320 -6.0512 0.086 -0.546 -0.162
H 2.3328 2.3796 -4.9450 -0.119 -0.083 -0.275
H 1.7502 2.9173 -6.5667 -0.026 -0.302 0.415
C 6.2494 2.4097 1.2918 0.100 -0.480 -0.892
C 7.5897 1.7152 1.1238 0.491 -0.106 -0.025
N 7.5226 0.2160 0.7933 -2.004 0.434 1.072
C 6.8173 0.0377 -0.5259 0.473 0.030 0.013
C 8.9225 -0.3744 0.7519 -1.142 -0.341 -0.072
C 9.8774 0.2912 -0.1814 -0.411 -1.311 -1.497
C 6.6806 -0.4491 1.9734 1.698 0.305 -0.136
C 6.2684 -1.8864 1.8038 0.669 0.151 -0.669
O 5.0048 -1.9822 1.2453 -0.802 0.655 -0.242
C 4.7974 -3.2078 0.6024 -1.711 -0.135 -0.706
H 5.6216 2.1642 0.4133 -0.031 0.356 0.646
H 6.4117 3.4827 1.3212 0.093 0.083 -0.105
H 5.7838 2.1319 2.2256 -0.336 -0.039 0.084
H 8.1583 1.7937 2.0592 0.123 -0.043 -0.359
H 8.1571 2.1511 0.2889 -0.156 -0.022 0.468
H 5.7441 0.1448 -0.4069 0.028 -0.138 0.155
H 7.0681 -0.9229 -0.9928 -0.096 0.124 0.439
H 7.1811 0.8168 -1.1849 0.034 0.098 -0.176
H 8.6748 -1.4187 0.5061 0.857 0.229 0.132
H 9.3409 -0.2722 1.7267 -0.066 -0.272 1.032
H 9.5284 0.1541 -1.2092 -0.055 0.551 -0.090
H 10.7543 -0.3557 -0.1944 0.406 0.464 0.377
H 10.0833 1.3215 0.0444 0.379 0.190 0.091
H 5.7764 0.1260 2.1993 0.461 0.125 -0.335
H 7.3983 -0.4102 2.8201 -0.565 0.233 -0.415
H 6.2768 -2.2883 2.8059 0.221 -0.647 0.300
H 6.9173 -2.4349 1.1088 0.574 -0.032 0.681
H 4.5314 -4.0144 1.2995 0.336 0.077 -0.057
H 5.6584 -3.4892 -0.0123 -0.059 -0.096 0.017
H 3.8980 -3.0379 -0.0463 0.808 -0.366 0.354
C 0.7531 5.7133 1.0055 1.014 1.166 0.791
C 0.9051 6.2755 2.4320 -0.464 -1.108 -0.703
N -0.1458 5.6887 3.3702 0.304 1.286 0.190
C -1.5390 5.9987 2.8150 0.540 -0.350 -0.238
C -0.0702 4.1896 3.4661 0.730 -0.167 -0.525
C 1.2639 3.6649 3.9285 0.611 -0.501 0.893
C 0.1837 6.3459 4.7534 -0.556 0.783 -0.250
C -0.3440 7.7854 4.9860 -0.900 -0.990 -0.619
O 0.1533 8.6681 4.0401 0.558 -0.441 -0.886
C -0.2698 10.0516 4.0958 -0.379 -1.149 1.004
H 1.0644 4.6893 0.9879 -0.127 -0.776 -0.151
H 1.4992 6.2426 0.4104 -0.173 0.083 -0.159
H -0.2216 5.8742 0.5754 -0.254 -0.043 -0.153
H 0.7901 7.3442 2.5271 -0.026 0.274 -0.163
H 1.8710 5.9858 2.8396 -0.007 0.124 -0.003
H -2.2542 5.9997 3.6085 -0.310 0.174 0.704
H -1.7736 5.1149 2.2094 -0.080 0.620 -0.213
H -1.6150 6.9433 2.2392 0.432 -0.601 0.512
H -0.2084 3.7423 2.4688 -0.554 0.521 0.314
H -0.8712 3.9157 4.1447 -0.136 -0.215 -0.007
H 1.4848 4.0292 4.9562 0.236 -0.443 -0.757
H 2.0970 3.8386 3.2380 -0.220 0.621 0.192
H 1.2591 2.5596 3.9087 -0.422 0.387 0.415
H 1.2508 6.4071 4.8991 0.439 -0.459 -0.460
H -0.2286 5.7125 5.5256 -0.260 -0.205 0.153
H -0.0389 8.0310 6.0056 -0.152 0.122 0.152
H -1.4426 7.6749 4.9247 0.081 0.629 0.315
H -1.3427 10.0889 3.8841 0.157 0.305 -0.122
H 0.3395 10.5932 3.3892 -0.023 0.118 -0.106
H -0.0860 10.3621 5.1199 -0.029 0.598 0.004
C 0.9031 -1.5998 1.4929 0.166 2.404 -0.931
C 1.1619 -0.3493 0.5824 -0.660 -0.104 1.338
O 1.7846 0.6485 0.8496 -0.071 -0.766 0.284
N 0.4981 -0.4314 -0.6737 -0.657 -1.781 -1.008
H 0.5299 -1.4550 -1.0397 -0.401 0.724 0.337
H -0.6776 -0.2921 -0.5787 0.778 -0.316 0.234
C 1.0269 0.4618 -1.6818 2.106 0.870 0.561
H 1.5724 -1.4381 2.3415 0.145 -0.836 -0.250
H 0.9796 -2.4316 0.7982 0.434 -0.675 0.578
H -0.1345 -1.5844 1.8423 0.005 0.107 -0.250
H 2.1404 0.2589 -1.6934 -1.192 0.380 -0.571
H 0.9157 1.4893 -1.3260 -0.064 -0.120 -0.216
H 0.5524 0.3438 -2.6367 -0.212 -0.310 -0.321
C -11.2341 -5.9474 4.4965 -0.212 -0.566 0.505
N -10.1682 -5.6965 3.4941 -2.416 -0.164 0.459
C -10.5061 -5.1364 2.3432 -0.765 1.184 -1.726
C -9.5740 -4.7087 1.4032 1.292 -1.829 2.172
C -8.2374 -4.9988 1.7348 -0.633 0.500 -0.156
C -7.9575 -5.5589 2.9648 1.964 0.155 -0.450
C -8.9368 -5.9435 3.8050 1.964 -0.810 1.479
C -7.1539 -4.7569 0.7718 0.804 -0.968 -0.271
C -6.1073 -5.7134 0.6203 0.257 1.532 -1.406
C -5.1724 -5.4892 -0.3942 -1.856 1.155 1.340
N -5.2307 -4.3712 -1.1723 -0.103 -1.266 0.810
C -6.2136 -3.4955 -1.0534 -1.602 0.029 0.686
C -7.2053 -3.6680 -0.0762 0.769 -0.061 -0.358
C -4.0867 -4.1449 -2.0407 0.155 0.086 -0.557
H -11.3730 -5.0216 5.0563 -0.178 -0.083 -0.096
H -10.9001 -6.7344 5.1913 -0.147 0.299 -0.397
H -12.1520 -6.2664 3.9944 0.214 0.155 0.127
H -11.5680 -5.0092 2.1560 0.078 -0.022 0.152
H -9.7925 -4.3553 0.4455 -0.870 0.588 -1.120
H -6.9227 -5.6748 3.2916 -0.308 -0.251 -0.218
H -8.6603 -6.4796 4.7196 -0.641 0.380 -0.169
H -5.9916 -6.5858 1.2278 -0.200 -0.377 0.204
H -4.3637 -6.1336 -0.5615 0.987 -0.791 -0.279
H -6.3119 -2.7094 -1.7804 0.419 0.293 -0.063
H -8.0032 -2.9564 0.0643 0.023 0.236 -0.387
H -3.3188 -3.6916 -1.4134 0.325 -0.076 -0.367
H -4.3902 -3.4713 -2.8353 0.136 0.078 -0.044
H -3.7989 -5.1113 -2.4643 0.214 0.346 0.104
C -1.4529 -3.2644 -8.4885 -0.397 0.016 0.518
N -0.2776 -3.0954 -7.5973 0.910 -0.441 1.206
C -0.3215 -3.1629 -6.2271 -0.187 -0.657 -0.366
C 0.8458 -3.2468 -5.4903 0.041 -0.320 0.003
C 2.0915 -3.2431 -6.1410 -0.327 0.480 0.044
C 2.1308 -3.0314 -7.5111 -0.844 0.029 -0.453
C 0.9265 -3.0123 -8.2026 -0.190 0.253 0.357
C 3.3440 -3.6294 -5.4594 -0.590 -0.797 -0.215
C 3.2713 -4.7297 -4.6182 0.149 -0.511 -0.087
C 4.4704 -5.3284 -4.2792 0.626 -0.900 0.259
N 5.6754 -4.8947 -4.7033 -1.196 0.740 0.199
C 5.7249 -3.7614 -5.4600 1.626 -0.887 0.847
C 4.5894 -3.1678 -5.8666 -0.886 0.959 -0.414
C 6.8951 -5.6529 -4.3933 0.950 0.030 -0.334
H -1.3450 -2.4937 -9.2511 -0.567 -0.062 0.067
H -2.3762 -3.2153 -7.8845 0.490 0.342 -0.473
H -1.4224 -4.2517 -8.9505 0.182 0.050 0.033
H -1.2800 -3.3302 -5.7035 0.465 0.410 -0.757
H 0.7550 -3.4386 -4.4112 0.031 0.285 -0.342
H 3.0437 -2.9603 -8.0929 -0.079 -0.160 0.131
H 0.8653 -2.9594 -9.2713 0.235 0.047 -0.412
H 2.3235 -5.2557 -4.3930 0.750 0.592 0.129
H 4.5313 -6.2505 -3.7095 -0.258 0.107 -0.013
H 6.7163 -3.3577 -5.6777 -0.302 -0.362 -0.183
H 4.6600 -2.3359 -6.5476 0.090 0.221 0.010
H 7.7165 -4.9477 -4.2742 -0.078 -0.036 0.231
H 7.1542 -6.2648 -5.2461 -0.084 -0.169 -0.368
H 6.8294 -6.3279 -3.5418 -0.447 0.391 0.116
C -4.4009 -0.0636 3.0130 0.609 -0.466 0.757
N -3.5274 -0.7084 4.0213 1.084 -0.225 0.164
C -4.0953 -1.2478 5.1152 0.930 0.899 0.010
C -3.2804 -1.8450 6.0466 0.931 -0.349 0.944
C -1.8786 -1.8696 5.8840 -0.264 -0.416 0.561
C -1.3373 -1.3446 4.7247 -0.314 0.162 0.093
C -2.1758 -0.7513 3.8252 -1.254 -0.097 -0.326
C -0.9695 -2.5210 6.9047 0.630 0.970 0.210
C -1.0354 -3.8830 7.0674 -0.671 0.519 -0.750
C -0.2088 -4.4993 7.9357 0.698 -0.549 1.130
N 0.6910 -3.7996 8.6245 0.659 -0.060 0.608
C 0.8479 -2.4489 8.5369 -0.921 -1.939 -0.350
C 0.0066 -1.8102 7.6632 -0.492 -0.365 -0.586
C 1.5342 -4.5329 9.5900 -0.185 -0.856 0.578
H -4.2080 -0.6106 2.0987 -0.314 0.318 -0.451
H -4.0772 0.9656 2.9784 -0.300 0.302 -0.426
H -5.4028 -0.1836 3.4150 -0.134 0.287 -0.531
H -5.1252 -0.9535 5.2573 -0.182 -0.673 0.154
H -3.6641 -2.2506 6.9764 -0.332 0.115 -0.169
H -0.2952 -1.3967 4.4853 0.428 0.043 0.105
H -1.7985 -0.3376 2.9064 -0.212 0.188 -0.335
H -1.7080 -4.4790 6.5036 -0.620 -0.387 -0.336
H -0.2915 -5.5558 8.1740 0.202 0.126 -0.197
H 1.5931 -2.0603 9.2217 -0.114 0.468 -0.354
H 0.1461 -0.7704 7.5809 -0.205 1.199 -0.225
H 2.5254 -4.7563 9.1930 -0.132 0.160 -0.218
H 1.0250 -5.4957 9.8298 0.488 0.881 0.057
H 1.6316 -3.8931 10.4629 0.017 -0.299 0.210
Br -2.4485 -0.3764 -0.4124 -0.661 0.113 0.373
Br -0.0427 -3.5272 -1.6333 0.220 0.244 -0.178
```
Forces are in eV/Å.

The LUMO energy is -14.92 eV. The value obtained for the total energy is -230202.526 eV. Its highest occupied orbital energy is -20.97 eV. For the orbital gap, the calculation gives 0.223 Ha. Its total charge is +8.